Formula: C7H8O4
Source: the OMol25 dataset
Level of theory: ωB97M-V with the def2-TZVPD basis set

The geometry in XYZ format:
```
19
Properties=species:S:1:pos:R:3:forces:R:3
C 0.388 2.249 -1.054 2.0270 0.8993 -0.8193
C 0.143 0.857 -0.464 -0.1517 -5.1105 0.1128
C 0.604 -0.426 -0.755 2.6694 2.7745 -6.0853
C 0.280 -1.928 -0.747 0.2541 -2.1716 0.3522
C -0.260 -2.031 0.644 -0.6746 -1.7642 2.5700
C -0.470 -0.782 1.361 -2.8641 1.9208 2.5455
C -0.678 0.628 0.776 -0.3768 1.7748 -1.8487
H -1.018 2.707 -2.653 1.0481 0.6911 5.6605
H 1.338 2.527 -1.869 -2.7451 -1.6359 2.2947
H 0.705 2.715 -0.104 -0.2764 0.8272 -0.7134
H 1.350 -0.210 -1.513 0.3560 -0.8556 -0.8018
H -0.822 -2.904 1.145 1.3946 1.0437 -1.2786
H -1.232 -0.702 2.267 1.7206 -1.0923 -1.4839
H -1.709 0.814 0.418 -0.0323 -0.5027 1.0558
H 0.597 1.513 1.862 -0.1254 0.2694 0.2554
O -0.837 2.908 -1.482 0.1383 -1.5986 -4.8439
O 0.485 -2.928 -1.525 -0.7706 5.3267 2.9106
O 0.779 -1.392 1.595 -1.6549 -0.3801 -1.1274
O -0.334 1.679 1.647 0.0638 -0.4161 1.2449
```
Forces are in eV/Å.

Values from the calculation:
- net charge = 0
- Kohn-Sham gap (Ha) = 0.3332
- F_max (eV/Å) = 7.201
- SMILES = O=C1C=C(CO)[C@H](O)[C@@H]2O[C@H]12

Atom charges from the Mulliken analysis, given in e for atoms 1 to 8:
1 C -0.48
2 C 0.49
3 C -0.58
4 C 0.27
5 C -0.01
6 C -0.19
7 C -0.04
8 H 0.35